This record from the OMol25 dataset describes a structure of composition C35H95MnN8O9 in a non-equilibrium geometry. The level of theory is ωB97M-V/def2-TZVPD.

```
148
Properties=species:S:1:pos:R:3:forces:R:3
Mn 19.42801 21.97969 -5.88584 -1.30 -1.02 -0.89
C 18.09436 18.35594 -7.92276 -1.41 0.20 -1.00
C 17.65161 19.02805 -6.66501 0.31 1.93 0.83
C 17.72728 18.08734 -5.48984 0.30 -0.16 0.80
O 18.27464 20.29977 -6.52847 0.13 -0.37 0.25
H 17.62160 17.37496 -7.97049 0.81 -0.50 0.04
H 19.15799 18.43957 -8.14588 -0.16 -0.38 0.21
H 17.51993 18.85448 -8.70351 0.48 0.36 -0.51
H 16.57288 19.17334 -6.72289 -0.57 0.35 -0.49
H 16.93533 17.34158 -5.55884 0.10 -0.43 -0.40
H 17.47993 18.55769 -4.53817 0.34 0.45 0.12
H 18.69635 17.59307 -5.42137 0.11 -0.10 0.15
C 20.86219 24.38291 -2.36631 0.32 0.79 -0.60
C 20.26869 23.23925 -3.21854 -0.33 0.90 2.01
C 18.75122 23.12856 -3.04008 0.10 -0.19 -0.59
O 18.30482 22.16653 -4.00387 -1.60 -0.31 -0.03
C 16.93179 21.70238 -3.77254 0.38 0.03 1.06
N 20.60088 23.44198 -4.61683 0.08 -0.91 0.39
H 20.73844 24.42886 -1.28433 -0.28 -0.62 0.00
H 20.54436 25.35535 -2.74240 -0.42 0.04 -0.09
H 21.93164 24.41648 -2.57426 0.20 -0.23 0.22
H 20.74693 22.34246 -2.82464 -0.13 -0.36 -0.48
H 18.27878 24.09391 -3.22173 -0.06 0.20 -0.29
H 18.41947 22.83082 -2.04540 0.41 -0.25 0.21
H 17.01362 20.89316 -3.04689 -0.08 -0.01 0.26
H 16.33516 21.28563 -4.58400 1.05 0.35 -0.77
H 16.33307 22.50232 -3.33696 0.15 0.17 0.03
H 21.60220 23.56065 -4.67492 0.40 0.12 -0.41
H 20.15582 24.25645 -5.01518 -0.20 0.65 -0.13
C 18.88331 15.32721 -3.62546 1.43 1.13 0.68
C 20.42308 15.63495 -3.55931 0.58 -0.51 0.07
C 20.97547 16.22816 -2.19099 -1.12 -0.64 -0.75
O 22.37686 16.45962 -2.07743 -0.48 -0.68 -2.56
C 22.75066 17.06142 -0.89988 0.18 0.42 0.68
N 21.09873 14.38493 -3.90105 -0.03 -0.10 0.71
H 18.34914 16.27068 -3.51302 -0.28 -0.09 0.26
H 18.62303 14.60506 -2.85160 -0.17 -0.01 -0.17
H 18.64937 14.97069 -4.62859 0.07 -0.27 0.10
H 20.63259 16.32363 -4.37780 0.00 0.78 0.13
H 20.66752 15.53196 -1.41088 -0.10 -0.11 0.25
H 20.43412 17.16513 -2.06013 -0.03 0.23 0.32
H 22.88723 16.29488 -0.13707 -0.37 0.20 0.54
H 22.02535 17.84026 -0.66445 -0.19 -0.04 0.67
H 23.70537 17.58096 -0.98172 0.14 -0.18 -0.47
H 22.09541 14.49045 -3.77617 0.20 -0.01 -0.09
H 20.93001 14.20789 -4.88100 0.24 -0.22 -0.30
C 13.68651 11.39904 -3.73977 0.23 0.69 0.12
C 14.06349 11.92698 -2.36198 0.37 0.13 -2.61
C 14.04470 13.44444 -2.39489 1.50 1.55 0.82
O 14.86326 14.07279 -3.42085 -0.41 -0.26 0.28
C 15.04316 15.48026 -3.20449 0.60 -0.66 -0.48
N 13.19014 11.37305 -1.38674 -1.02 0.42 0.43
H 13.78993 10.31403 -3.75264 -0.14 0.06 -0.41
H 14.31004 11.91923 -4.46690 0.27 -0.52 -0.19
H 12.67769 11.74511 -3.96474 -0.24 -0.45 0.09
H 15.04049 11.53011 -2.08616 0.79 0.78 -0.56
H 14.53308 13.72065 -1.46039 0.00 0.31 0.52
H 13.09637 13.98132 -2.37202 -0.61 -0.72 -0.21
H 15.23301 15.69954 -2.15378 -0.27 0.08 0.13
H 14.27514 16.11537 -3.64594 -0.65 -0.25 0.37
H 15.93360 15.78856 -3.75237 0.25 -0.33 0.00
H 13.55401 10.43397 -1.31045 -0.46 -0.21 0.88
H 13.37159 11.92238 -0.55885 -0.18 -0.60 0.77
C 20.99699 16.44609 -7.55940 -0.48 -1.66 -0.38
C 22.13388 15.42277 -7.71930 2.28 1.14 0.87
C 23.47746 15.87965 -6.99203 -1.03 0.64 -0.81
O 24.16049 16.70569 -7.91284 1.14 0.42 -0.05
C 25.42540 17.21516 -7.44243 -0.89 -0.39 0.61
N 21.80483 14.15684 -7.16251 -0.98 -0.78 1.29
H 20.73631 16.61844 -6.51516 0.62 0.60 0.16
H 20.11506 15.86889 -7.83715 -0.36 0.10 -0.54
H 21.01819 17.31672 -8.21488 0.36 0.02 0.36
H 22.39524 15.22173 -8.75823 0.08 0.90 -0.39
H 24.09892 15.06459 -6.62115 0.18 -0.56 -0.55
H 23.27587 16.42453 -6.06976 -0.49 0.40 0.19
H 25.82753 16.52166 -6.70388 0.48 -0.37 -0.34
H 25.32733 18.12915 -6.85668 -0.42 0.39 -0.14
H 26.10574 17.42349 -8.26817 -0.20 -0.35 -0.04
H 21.22018 13.64872 -7.81067 -0.04 -0.46 -0.06
H 22.64337 13.61850 -6.99777 -0.07 -0.19 -0.12
C 19.81064 10.59566 -7.74997 0.28 -0.11 0.21
C 19.17689 11.73778 -8.54572 -0.02 0.14 0.44
C 18.43212 12.74109 -7.62144 -0.81 0.27 -1.20
O 17.67991 13.68289 -8.43677 0.56 -0.68 0.34
C 17.02914 14.70821 -7.72189 -0.05 0.46 -0.37
N 20.27935 12.36543 -9.26483 0.49 0.45 -0.13
H 20.56834 10.08987 -8.34844 0.00 0.07 -0.26
H 19.12983 9.79799 -7.45277 -0.27 0.31 0.18
H 20.35729 10.97663 -6.88734 -0.15 0.02 0.19
H 18.47595 11.27526 -9.24061 -0.48 0.25 -0.01
H 19.08205 13.32752 -6.97199 0.42 -0.25 0.09
H 17.70463 12.19693 -7.01914 0.07 -0.21 0.25
H 16.23523 14.41513 -7.03493 -0.10 -0.65 0.03
H 16.57756 15.34504 -8.48255 -0.08 -0.01 -0.01
H 17.69342 15.35270 -7.14616 0.50 -0.11 0.09
H 20.04675 13.13359 -9.87796 -0.62 0.15 0.11
H 20.72474 11.68618 -9.86511 0.13 -0.15 0.07
C 14.27661 18.11588 -11.09034 1.37 0.69 0.16
C 13.63310 17.37716 -9.95945 -0.03 0.87 0.00
C 14.06514 17.79968 -8.50008 0.42 -0.39 -0.84
O 13.04557 17.45313 -7.54085 1.26 0.45 -0.24
C 13.56701 17.54236 -6.22715 -0.46 -0.33 0.62
N 12.23352 17.58692 -10.14599 -1.51 -1.13 1.36
H 13.95832 17.85555 -12.09980 0.00 -0.78 0.25
H 15.36000 18.04819 -10.99148 0.19 0.24 -0.41
H 13.96862 19.16018 -11.03856 0.30 0.27 0.34
H 13.80667 16.30227 -10.01041 0.07 -0.13 -0.15
H 14.35057 18.84646 -8.39580 -0.34 0.39 -0.17
H 14.98355 17.24829 -8.29857 0.18 -0.26 0.35
H 14.38592 16.84887 -6.03594 0.06 -0.39 -0.28
H 12.75657 17.31627 -5.53420 -0.08 -0.21 -0.13
H 13.95293 18.50442 -5.89009 -0.04 0.57 -0.66
H 12.00423 17.39289 -9.18169 -1.92 -0.24 0.01
H 11.91159 18.53453 -10.28198 0.64 0.39 -0.20
C 16.51486 21.65928 -9.69422 -0.60 0.34 -1.88
C 17.88285 21.79374 -10.44779 -1.23 -0.80 0.30
C 17.96422 22.92016 -11.54779 -0.65 -0.31 1.19
O 16.90444 22.72669 -12.50929 1.56 0.52 0.15
C 16.85364 23.78576 -13.47067 -1.10 0.08 0.87
N 18.88951 21.83653 -9.39396 0.97 1.06 -0.83
H 16.16217 22.56262 -9.19653 0.46 0.07 0.31
H 16.50610 20.79754 -9.02682 0.34 0.22 0.21
H 15.73787 21.45291 -10.43029 -0.20 -0.07 -0.18
H 18.00237 20.82193 -10.92675 0.09 0.04 -0.49
H 18.95136 23.05904 -11.98866 0.21 -0.97 -0.50
H 17.89256 23.89550 -11.06646 -0.77 0.31 0.39
H 17.79612 24.19570 -13.83368 0.36 -0.81 -0.28
H 16.38243 24.66486 -13.03106 -0.22 0.17 0.37
H 16.14901 23.45055 -14.23175 0.51 -0.02 -0.32
H 18.59950 21.19148 -8.67292 -0.04 -0.38 0.33
H 18.74186 22.74016 -8.96763 0.36 0.41 0.54
C 22.79582 19.77215 -7.58110 0.36 -0.47 1.51
C 21.60579 20.17719 -6.71902 0.50 -0.64 -0.40
C 21.80392 20.08532 -5.17437 -0.61 0.78 -1.70
O 20.52193 20.39157 -4.59989 0.47 -1.50 1.58
C 20.25736 19.62094 -3.37076 -0.02 0.22 -1.26
N 21.20330 21.52350 -7.11040 -0.27 0.06 0.41
H 23.06768 18.75387 -7.30307 0.19 -0.12 -0.35
H 23.62678 20.41839 -7.29830 0.30 0.08 -0.41
H 22.58257 19.81304 -8.64926 -0.04 0.11 0.13
H 20.82884 19.45214 -6.96140 -0.53 0.38 0.18
H 22.46841 20.87304 -4.81933 0.55 -0.13 0.01
H 22.20678 19.09057 -4.98391 -0.28 -0.07 0.53
H 21.14569 19.56327 -2.74177 0.05 0.39 0.10
H 19.99633 18.59304 -3.62253 -0.01 0.00 -0.31
H 19.39643 20.04788 -2.85634 0.25 0.28 -0.10
H 21.98561 22.14057 -6.94512 0.23 0.37 0.25
H 21.08007 21.57357 -8.11160 -0.56 -0.08 -0.41
```
Positions in Å, forces in eV/Å.

Summary:
Multiplicity: 7
F_max, eV Å⁻¹: 2.7
⟨S²⟩: 12.004
Total energy, a.u.: -3656.4094
LUMO energy (spin up / spin down), eV: 0.29 / 0.23



This record from the OMol25 dataset describes a cluster of 3 separate species, C3H8N4 in total in a non-equilibrium geometry. The level of theory is ωB97M-V/def2-TZVPD.

```
15
Properties=species:S:1:pos:R:3:forces:R:3
C -10.61184 -1.87458 1.09183 0.01 0.73 -1.15
C 7.19512 0.50415 -1.00683 0.09 -0.11 -1.11
C 6.88796 0.17039 1.37487 -2.35 -4.35 -0.91
N 7.85010 0.29347 -1.92559 0.31 0.10 -0.79
N -11.00230 0.44864 -0.10929 -0.71 0.41 1.46
N 6.43796 0.52952 -0.01049 1.20 -0.92 2.60
N -10.41120 0.08217 -1.06159 2.11 -2.99 -1.97
H -10.94660 -1.40606 2.00690 -0.32 0.05 1.09
H 7.85769 -0.22317 1.49222 1.20 -0.33 -0.46
H 6.12893 -0.64307 1.72751 1.46 1.44 -0.52
H 6.75550 0.99767 1.92531 -0.28 2.95 2.14
H 8.42104 0.39750 -2.75169 0.08 0.00 0.28
H 5.63585 1.05639 0.16410 -1.67 1.23 -1.24
H -10.03704 0.67875 -1.88298 -0.86 -0.45 1.19
H -10.16118 -1.01175 -1.03428 -0.28 2.25 -0.63
```
Positions in Å, forces in eV/Å.

Summary:
F_max, eV Å⁻¹: 5.0
Total energy, a.u.: -337.1574
LUMO energy (spin up / spin down), eV: -7.56 / -8.87
Charge: +2



This record from the OMol25 dataset describes a cluster of 8 separate species, C2H20O8 in total in a non-equilibrium geometry. The level of theory is ωB97M-V/def2-TZVPD.

```
30
Properties=species:S:1:pos:R:3:forces:R:3
C -0.78552 -0.42731 2.48903 -0.16 -0.64 0.72
C -1.90435 -1.03209 1.69756 -0.44 0.71 -1.17
O -1.79475 -0.47847 0.34788 -0.60 -0.20 0.40
H 0.19651 -0.64177 2.11456 0.43 -0.22 -0.55
H -0.79777 -0.89003 3.47313 -0.03 0.48 0.48
H -0.91766 0.65582 2.49311 -0.04 -0.09 0.38
H -2.86981 -0.77356 2.17930 0.34 0.46 -0.72
H -2.00133 -2.10944 1.61187 0.79 -0.35 0.16
H -0.91466 -0.74971 -0.01241 -0.40 -0.21 0.36
O -3.41353 1.37926 -1.20647 0.46 -1.17 -1.36
H -3.05382 0.78577 -0.54189 0.26 -0.32 0.36
H -3.67846 2.16190 -0.78363 -0.58 1.49 0.99
O -0.48466 1.05960 -1.81216 2.19 -1.10 -0.92
H -1.14098 1.66410 -2.05501 -1.89 1.37 -0.27
H -0.47230 0.96623 -0.87300 -0.33 -0.12 1.07
O 2.53624 -1.21914 1.42042 0.81 0.76 0.26
H 2.69120 -0.22991 1.35461 -0.41 -0.79 -0.15
H 3.44915 -1.47864 1.62079 -0.41 -0.45 -0.10
O 2.30436 1.41249 -1.88477 -1.65 -0.30 1.22
H 2.71415 1.68672 -2.68999 0.05 0.30 -0.82
H 1.29392 1.39998 -1.97689 1.66 0.02 -0.20
O 3.31588 1.26565 1.08775 -0.32 0.85 -0.43
H 2.96848 1.93233 1.68980 0.11 -0.03 0.20
H 3.02894 1.59921 0.21292 0.18 -0.45 -0.04
O 0.66855 -1.18170 -0.54814 1.96 -0.85 0.14
H 0.99390 -1.37625 -1.45474 -0.65 0.19 0.75
H 1.43938 -1.47454 0.05087 -1.29 0.70 -0.71
O -1.08282 -1.65253 -2.89081 -0.32 0.77 0.87
H -1.57933 -1.48671 -2.04899 0.56 -0.31 -1.05
H -0.70892 -0.76728 -3.06470 -0.31 -0.50 0.11
```
Positions in Å, forces in eV/Å.

Summary:
F_max, eV Å⁻¹: 2.6
SMILES: CCO.O.O.O.O.O.O.O
Total energy, a.u.: -690.1179
LUMO energy, eV: 0.30



This record from the OMol25 dataset describes a cluster of 2 separate species, C3H7NO2S in total in a non-equilibrium geometry. The level of theory is ωB97M-V/def2-TZVPD.

```
14
Properties=species:S:1:pos:R:3:forces:R:3
C 0.12281 -1.19316 -0.30380 0.73 -0.43 -1.24
C -1.13687 0.74456 0.31122 1.99 2.38 -2.76
C 1.33371 -0.55243 0.23151 -0.58 0.22 0.64
N -0.16172 -1.19165 -1.70013 -1.10 -2.09 0.50
O -0.22460 -2.11429 0.51420 -1.36 0.67 -1.86
O 1.56115 -1.02535 1.43629 0.59 1.24 0.05
S 2.45909 0.62254 -0.30818 -0.81 0.00 -2.61
H -1.43120 0.13674 1.05685 -1.21 -1.75 2.38
H -0.50951 1.62206 0.51143 -0.32 -0.46 0.23
H -1.66948 0.82345 -0.63732 -0.01 -0.34 0.45
H -0.05107 -0.45498 -2.37458 0.35 0.49 0.72
H -0.85094 -1.89506 -2.05485 1.01 0.95 1.05
H 0.70718 -1.57204 1.47970 -0.16 -1.16 0.53
H 2.94787 0.76468 0.85723 0.89 0.28 1.93
```
Positions in Å, forces in eV/Å.

Summary:
F_max, eV Å⁻¹: 4.2
Total energy, a.u.: -721.7970
LUMO energy (spin up / spin down), eV: -0.15 / -0.07



This record from the OMol25 dataset describes a structure of composition C17H16CoN4O2S in a non-equilibrium geometry. The level of theory is ωB97M-V/def2-TZVPD.

```
41
Properties=species:S:1:pos:R:3:forces:R:3
Co -0.36113 0.18326 -0.22856 -0.88 -0.85 0.73
C 4.55489 -2.60809 -0.24384 0.00 0.01 0.03
C 3.23795 -2.95806 0.00660 0.08 -0.08 0.00
C 2.24113 -1.99885 0.06225 -0.21 0.16 0.09
C 2.53388 -0.65302 -0.17510 0.44 -0.23 0.06
C 3.88342 -0.30358 -0.39031 -0.41 0.17 -0.03
C 4.87084 -1.26650 -0.42086 -0.02 -0.12 0.01
N 1.51986 0.32025 -0.20617 0.10 0.71 -0.17
N 1.95981 1.56909 -0.25271 0.80 -0.45 0.06
C 1.03171 2.51470 -0.34077 -0.57 0.18 -0.04
C 1.39544 3.87950 -0.40467 0.06 -0.03 0.00
C 0.41497 4.83181 -0.42570 0.02 -0.13 0.01
C -0.93450 4.44026 -0.39814 0.04 0.06 -0.01
C -1.22760 3.09935 -0.38189 -0.34 0.02 -0.06
N -0.28487 2.15305 -0.36097 0.75 -0.09 0.10
H 5.32541 -3.36672 -0.28626 0.00 0.01 0.00
H 2.97978 -3.99770 0.16321 -0.03 0.01 0.04
H 1.23409 -2.29880 0.30584 -0.02 0.06 0.01
H 4.12229 0.73433 -0.54302 0.06 0.10 -0.03
H 5.89869 -0.97198 -0.59058 -0.01 0.03 -0.02
H 2.44746 4.12335 -0.43020 -0.01 0.02 0.03
H 0.67807 5.88078 -0.46281 0.00 0.00 0.00
H -1.72526 5.17540 -0.38890 -0.05 -0.06 -0.03
H -2.24975 2.74237 -0.38993 0.04 -0.04 0.03
O -2.22290 0.35412 -0.53666 -0.10 0.22 -0.04
N -2.94050 -0.76412 -0.55099 0.05 -0.48 0.00
C -4.25703 -0.67833 -0.29107 -0.16 0.12 0.12
C -5.04044 -1.79964 -0.25624 0.05 0.01 -0.03
C -4.44388 -3.03998 -0.49541 0.11 -0.05 -0.03
C -3.10603 -3.10263 -0.80232 -0.19 0.04 0.01
C -2.33212 -1.93652 -0.85103 0.08 0.19 -0.08
S -0.67522 -1.89800 -1.27396 0.22 0.28 0.02
H -4.61285 0.32368 -0.10604 0.03 -0.01 0.04
H -6.09299 -1.71057 -0.03590 0.01 0.04 0.02
H -5.02701 -3.94869 -0.43326 -0.02 0.01 -0.04
H -2.60856 -4.03988 -1.00219 -0.01 -0.01 -0.01
C -0.01445 0.22000 2.71283 0.33 0.09 -0.04
O -0.59264 -0.28822 1.55638 -0.28 0.12 -0.71
H -0.48284 1.17258 3.00161 0.03 -0.04 -0.01
H 1.06609 0.39938 2.60996 -0.03 -0.02 0.01
H -0.16323 -0.48740 3.53779 0.03 0.03 -0.03
```
Positions in Å, forces in eV/Å.

Summary:
Multiplicity: 4
F_max, eV Å⁻¹: 1.4
⟨S²⟩: 3.802
Total energy, a.u.: -2807.7809
LUMO energy (spin up / spin down), eV: -0.76 / -0.88